Here is C14H26BrGaIO4 as an isolated structure from the OMol25 dataset. Energies are from ωB97M-V/def2-TZVPD.

- DFT total energy (Eh) = -5646.5399
- total charge = -1
- E_HOMO (hartree) = -0.17655

Element x y z (Å)
C1 -1.090 1.509 0.411
C2 -0.498 0.143 0.792
C3 0.258 -0.528 -0.345
I1 0.783 -2.528 0.399
Ga1 1.962 0.352 -1.126
C4 1.872 2.389 -1.183
C5 2.591 3.174 -0.076
C6 4.076 2.876 -0.085
Br1 4.989 3.467 1.553
H1 -0.525 2.339 0.836
H2 -2.102 1.576 0.812
H3 -1.140 1.657 -0.670
H4 0.164 0.241 1.659
H5 -1.326 -0.495 1.118
H6 -0.446 -0.802 -1.123
H7 3.223 -0.168 -0.269
H8 2.087 -0.197 -2.653
H9 0.838 2.738 -1.226
H10 2.317 2.672 -2.147
H11 2.466 4.255 -0.216
H12 2.178 2.942 0.911
H13 4.590 3.415 -0.877
H14 4.278 1.812 -0.157
O1 -1.167 0.974 -3.432
C7 -1.352 -0.181 -3.660
O2 -1.966 -1.008 -2.771
C8 -1.902 -2.368 -3.217
C9 -1.725 -2.283 -4.734
C10 -0.931 -0.989 -4.875
H15 -1.051 -2.848 -2.727
H16 -2.818 -2.863 -2.905
H17 -1.230 -3.160 -5.146
H18 -2.700 -2.181 -5.215
H19 0.145 -1.151 -4.783
H20 -1.120 -0.422 -5.783
O3 -2.089 1.036 3.407
C11 -1.604 0.069 3.912
O4 -0.587 0.158 4.811
C12 -0.084 -1.149 5.126
C13 -1.228 -2.111 4.813
C14 -1.913 -1.395 3.655
H21 0.791 -1.339 4.500
H22 0.219 -1.143 6.171
H23 -0.876 -3.112 4.573
H24 -1.902 -2.178 5.669
H25 -1.465 -1.650 2.691
H26 -2.988 -1.542 3.587